No. 1
Density functional theory data (ωB97M-V with the def2-TZVPD basis set) for an isolated molecule of C5H10O.

Atoms and positions in Å:
O 1.213 1.108 -1.100
C -1.838 0.552 0.197
C 1.408 0.473 0.143
C 0.353 -0.487 0.477
C 1.799 -0.950 -0.063
C -0.937 -0.588 -0.255
H -0.718 -0.530 -1.323
H 0.290 -0.658 1.563
H -1.335 1.511 0.023
H 1.836 1.127 0.896
H 1.923 -1.198 -1.112
H 0.709 1.911 -0.907
H -2.786 0.556 -0.342
H -1.418 -1.559 -0.068
H 1.545 -1.753 0.602
H -2.044 0.483 1.272

Output
ΔE to the lowest compared entry with this formula, charge and spin = 64.3 kcal per mole
charge = 0
SMILES string = CC[C@H]1C[C@H]1O
LUMO energy = 0.904 eV
spin multiplicity = 1
energy = -271.6502 Ha

No. 2
Density functional theory data (ωB97M-V with the def2-TZVPD basis set) for a 2-piece molecular cluster, C5H16N2O2 overall.

Atoms and positions in Å:
O -1.352 -0.630 -1.428
O 1.684 -2.339 -0.640
N 0.222 0.060 0.437
N -0.529 -0.876 3.297
C -0.714 1.083 -3.102
C 0.304 0.955 1.783
C -0.232 0.155 -1.967
C 0.288 0.932 -0.758
C 0.679 -0.112 2.813
H 0.731 -2.057 -0.932
H 1.390 1.328 -1.063
H -0.436 1.895 -0.491
H -0.703 -0.380 0.472
H -0.732 1.386 2.162
H 1.717 -2.252 0.396
H -0.482 -1.838 3.488
H 1.220 0.341 3.751
H -1.410 -0.587 2.923
H -0.478 2.134 -3.151
H 0.499 -0.626 -2.373
H -1.787 1.000 -3.107
H 1.487 -0.862 2.421
H 0.928 1.785 1.306
H -0.375 0.512 -4.059
H -1.920 -1.006 -2.180

Output
ΔE to the lowest compared entry with this formula, charge and spin = 85.8 kcal per mole
charge = 0
SMILES string = C[C@H](O)CNCCN.O
LUMO energy = 0.682 eV
spin multiplicity = 1
energy = -459.9798 Ha

No. 3
Density functional theory data (ωB97M-V with the def2-TZVPD basis set) for C35H55BCoN8OS4 as an isolated structure.

Atoms and positions in Å:
Co -1.701 -1.830 0.762
S 0.586 -2.412 0.592
S -2.766 -0.823 -1.049
S -0.231 -4.361 -1.443
S -1.910 -0.352 2.612
O -3.023 -3.236 1.201
N 0.613 0.798 -1.673
N 0.202 0.771 1.613
N -1.556 1.333 -0.127
N -1.300 2.621 0.167
N 1.536 -5.706 0.075
N 0.416 -0.133 -0.730
N 1.379 1.400 1.474
N 0.368 -6.927 -1.478
C 3.178 2.717 2.425
C 1.077 -8.186 -1.169
C -0.738 1.031 5.216
C -0.565 5.112 0.845
C -0.483 0.578 2.743
C 3.086 -2.686 -1.328
C 2.446 -7.865 -0.602
C 1.600 0.631 -2.515
C -1.784 4.977 -0.068
C -4.515 1.375 -2.408
C -5.039 -4.245 0.507
C 1.737 1.044 -4.954
C 0.800 2.817 -3.444
C 2.213 -1.479 -1.467
C -3.397 1.824 -1.523
C 3.700 2.681 0.989
C -1.523 5.727 -1.383
C 2.307 -6.875 0.539
C 1.876 1.950 2.545
C -2.557 0.866 -0.891
C 1.189 1.855 3.797
C -3.124 3.132 -1.255
C -5.064 -4.091 2.029
C -3.025 5.556 0.632
C 1.109 -1.274 -0.609
C -4.022 -3.019 2.266
C 2.910 4.176 2.829
C 0.633 -5.777 -0.888
C 0.015 1.176 3.933
C 1.833 1.696 -3.566
C -2.062 3.522 -0.383
C -3.560 -4.161 0.196
C 4.210 2.088 3.373
C 3.242 2.274 -3.351
C 2.436 -0.511 -2.408
B -0.478 0.441 0.346
H 0.481 -8.759 -0.458
H 3.896 -2.664 -2.052
H -3.503 -3.092 3.218
H 4.616 3.268 0.930
H 1.797 -7.326 1.391
H -0.832 -0.023 5.485
H 2.175 4.638 2.167
H 3.905 2.154 4.419
H -4.143 0.713 -3.193
H -0.334 -6.939 -2.202
H -3.900 5.555 -0.021
H 3.269 -0.614 -3.091
H -6.038 -3.791 2.409
H -5.014 2.224 -2.869
H 4.387 1.039 3.129
H 3.838 4.744 2.759
H -4.777 -5.022 2.519
H -3.052 -5.115 0.329
H -3.736 3.902 -1.706
H 2.912 -8.779 -0.241
H -5.472 -5.184 0.167
H 2.497 0.273 -5.101
H -1.353 6.782 -1.168
H 0.318 4.644 0.403
H -2.368 5.672 -2.072
H -0.213 2.445 -3.611
H 0.754 0.599 -5.118
H -3.266 4.994 1.537
H 3.432 3.040 -4.102
H 3.089 -7.451 -1.382
H 2.554 4.263 3.857
H -3.334 -3.762 -0.792
H -0.743 4.656 1.822
H -5.253 0.810 -1.835
H 5.156 2.621 3.279
H 3.277 -6.517 0.874
H 1.895 1.804 -5.718
H 2.504 -3.596 -1.488
H -5.578 -3.425 0.029
H 1.625 2.336 4.664
H 1.010 3.575 -4.198
H -4.433 -2.016 2.136
H 3.929 1.662 0.670
H 0.839 3.289 -2.460
H 3.336 2.733 -2.365
H 1.152 -8.757 -2.090
H -0.636 5.338 -1.889
H -0.238 1.555 6.027
H 3.519 -2.729 -0.326
H 1.716 -4.798 0.473
H 2.973 3.108 0.294
H -1.749 1.429 5.111
H -0.354 6.171 0.997
H -2.830 6.589 0.917
H 4.020 1.515 -3.456

Output
ΔE to the lowest compared entry with this formula, charge and spin = 0.0 kcal per mole
charge = +3
LUMO energy (spin up / spin down) = -8.868 / -10.339 eV
spin multiplicity = 5
energy = -4879.5872 Ha

No. 4
Density functional theory data (ωB97M-V with the def2-TZVPD basis set) for C16H20IrN2O10P as an isolated structure.

Atoms and positions in Å:
Ir -0.065 -0.014 0.127
P -3.155 0.763 0.301
O -0.049 -3.569 -4.416
O 0.082 -0.378 2.128
O -0.404 1.959 0.490
O -2.074 -0.316 0.279
O 0.680 0.588 4.042
O 2.000 0.262 -0.049
O 0.443 -5.441 -3.326
O -0.266 0.193 -1.928
O 0.086 3.719 1.748
O -0.276 -1.012 -3.814
N 0.334 -3.105 0.123
N 0.094 -1.931 -0.461
C 0.029 -2.134 -1.764
C 0.224 -3.499 -2.038
C 2.356 1.690 -0.106
C 0.858 0.380 2.865
C 4.144 0.384 0.789
C 0.413 2.690 1.200
C -4.720 -0.098 0.135
C -0.201 -0.904 -2.595
C -3.213 1.676 1.838
C 2.733 -0.030 1.187
C 0.230 -4.256 -3.323
C 2.106 0.955 2.174
C -3.051 1.919 -1.060
C 0.408 -4.081 -0.801
C 3.877 1.610 -0.126
C 1.860 2.203 1.254
H 0.570 -5.113 -0.543
H -4.048 2.378 1.828
H -3.339 0.971 2.660
H -4.708 -0.682 -0.785
H 2.591 -1.080 1.430
H 4.753 0.617 1.661
H -3.118 1.379 -2.005
H 2.460 3.046 1.588
H -5.546 0.612 0.102
H 4.630 -0.419 0.238
H -0.211 -2.602 -4.237
H -2.280 2.222 1.964
H 4.249 1.445 -1.135
H -3.870 2.635 -0.983
H -4.854 -0.769 0.983
H 0.334 -3.158 1.131
H 1.873 2.116 -0.980
H 2.807 1.208 2.966
H -2.098 2.440 -1.009
H 4.318 2.529 0.255

Output
ΔE to the lowest compared entry with this formula, charge and spin = 0.0 kcal per mole
charge = 0
LUMO energy = 0.069 eV
spin multiplicity = 1
energy = -1929.4823 Ha

No. 5
Density functional theory data (ωB97M-V with the def2-TZVPD basis set) for an isolated molecule of C7H10.

Atoms and positions in Å:
C 1.634 -0.779 0.455
C -0.437 1.157 0.239
C 0.041 -0.613 -1.301
C -1.216 -0.989 -0.467
C 0.677 0.406 1.016
C -1.590 0.469 -0.393
C -0.346 0.818 -1.229
H 1.427 1.171 1.225
H -0.146 1.547 -2.005
H -2.574 0.923 -0.508
H 1.312 -1.799 0.162
H -0.657 2.206 0.505
H -1.184 -1.576 0.461
H 2.388 -0.513 -0.309
H -1.784 -1.556 -1.210
H 2.178 -0.931 1.380
H 0.277 0.059 1.977

Output
ΔE to the lowest compared entry with this formula, charge and spin = 138.8 kcal per mole
charge = 0
LUMO energy = 0.664 eV
spin multiplicity = 1
energy = -272.4968 Ha

No. 6
Density functional theory data (ωB97M-V with the def2-TZVPD basis set) for an isolated molecule of C2H4N2O2S.

Atoms and positions in Å:
S -0.789 -1.150 0.059
O -3.349 -0.542 -0.420
O 1.693 -1.533 -0.292
N 1.679 -0.168 -0.103
N 0.036 1.543 -0.087
C 0.426 0.368 -0.129
C -2.208 -0.101 0.094
H 0.755 2.358 -0.146
H 1.164 -2.034 0.662
H -1.906 0.828 0.768
H 2.500 0.431 -0.405

Output
ΔE to the lowest compared entry with this formula, charge and spin = 115.4 kcal per mole
charge = 0
SMILES string = [H]/N=C(\NO)SC=O
LUMO energy = -0.109 eV
spin multiplicity = 1
energy = -736.6211 Ha

No. 7
Density functional theory data (ωB97M-V with the def2-TZVPD basis set) for an isolated ion of composition C6H7N4O and charge -1.

Atoms and positions in Å:
O -2.616 -2.413 0.334
N 0.876 2.716 0.779
N 0.546 -0.823 -0.019
N -1.671 -1.519 0.542
N 2.019 0.831 0.644
C -1.424 1.873 0.468
C -0.414 -2.456 -1.518
C 2.023 2.192 0.738
C -0.053 1.724 0.500
C -0.639 -1.478 -0.294
C 0.678 0.423 0.383
H 0.674 -2.431 -2.028
H -0.695 -3.432 -1.206
H -2.073 1.018 0.279
H 2.806 0.244 1.000
H -1.813 2.852 0.628
H -1.179 -2.005 -2.194
H 2.955 2.686 0.965

Output
ΔE to the lowest compared entry with this formula, charge and spin = 38.3 kcal per mole
charge = -1
SMILES string = C=C1N=CN/C1=N/C(C)=N/[O-]
LUMO energy (spin up / spin down) = 3.454 / 3.461 eV
spin multiplicity = 1
energy = -527.0077 Ha

- The highest charge belongs to which entry?
  C35H55BCoN8OS4